(1)
Below is a structure of composition C16H30AsCl2O2PdS4SbSi3 in a non-equilibrium geometry, with properties calculated with ωB97M-V with the def2-TZVPD basis set.

The geometry in ORCA input format:
```
! RIJCOSX wB97M-V def2-TZVPD def2/J DEFGRID3
* xyz -2 3
Pd 0.731 1.261 -0.416
S 2.620 4.658 1.811
As 2.265 2.575 1.621
S 3.072 1.836 -0.317
S 0.005 2.297 1.763
S 3.020 1.195 3.104
Cl -4.481 6.557 0.343
C -3.634 5.080 -0.092
C -4.313 3.861 -0.034
C -3.663 2.704 -0.365
Cl -4.550 1.201 -0.282
C -2.279 2.639 -0.780
O -1.710 1.550 -1.043
C -1.655 3.934 -0.852
C -0.288 4.114 -1.316
O 0.440 3.259 -1.790
C -2.325 5.108 -0.491
H -5.349 3.825 0.275
H 0.088 5.152 -1.232
H -1.786 6.048 -0.532
C 3.979 -1.704 0.784
Si 2.420 -2.304 1.587
C 2.013 -4.046 0.991
C 2.614 -2.441 3.444
Sb 0.582 -0.542 1.284
Si -1.751 -1.642 1.069
C -2.424 -1.773 -0.664
C -1.664 -3.389 1.801
C -2.842 -0.595 2.171
Si 1.138 -0.147 -2.229
C -0.164 0.365 -3.494
C 1.011 -2.025 -2.053
C 2.815 0.064 -3.053
H 4.797 -2.387 1.036
H 4.205 -0.702 1.156
H 3.889 -1.641 -0.302
H 2.879 -4.685 1.201
H 1.798 -4.105 -0.075
H 1.157 -4.450 1.534
H 3.500 -3.029 3.704
H 1.739 -2.929 3.882
H 2.712 -1.446 3.881
H -2.003 -2.638 -1.183
H -2.207 -0.864 -1.229
H -3.511 -1.891 -0.618
H -1.107 -4.045 1.128
H -2.654 -3.827 1.958
H -1.147 -3.375 2.764
H -2.654 0.466 1.993
H -2.610 -0.801 3.219
H -3.904 -0.785 1.994
H -0.987 -0.354 -3.515
H 0.292 0.402 -4.489
H -0.581 1.341 -3.252
H 0.180 -2.361 -1.432
H 1.934 -2.428 -1.630
H 0.885 -2.453 -3.055
H 2.993 1.107 -3.323
H 2.840 -0.548 -3.962
H 3.629 -0.248 -2.396
*
```

Properties
- Largest force on an atom: 1.50 eV/Å
- Lowest unoccupied orbital energy (spin up / spin down): 4.27 / 3.98 eV
- Gap between HOMO and LUMO (spin up / spin down): 5.55 / 5.69 eV
- Energy above the lowest of the compared OMol25 structures with the same formula, charge and spin: 0.369 eV
- HOMO level (spin up / spin down): -1.28 / -1.71 eV

***

(2)
Below is a cluster of 3 separate species, C16H30B2N2O4P in total in a non-equilibrium geometry, with properties calculated with ωB97M-V with the def2-TZVPD basis set.

The geometry in ORCA input format:
```
! RIJCOSX wB97M-V def2-TZVPD def2/J DEFGRID3
* xyz -1 1
C 1.114 0.752 -0.201
C 0.394 -0.621 -0.293
C 0.536 -1.257 -1.690
C -1.073 -0.461 0.122
C -1.964 -1.683 -0.069
C -3.230 -1.525 0.802
O -4.298 -2.058 0.097
B -3.990 -1.770 -1.341
B -4.382 -3.149 -2.325
O -4.162 -3.141 -3.730
O -4.817 -4.376 -1.815
P -4.899 -0.096 -1.969
C -3.559 1.134 -2.340
C -5.636 0.708 -0.475
O -2.481 -1.745 -1.377
H 1.785 0.781 0.659
H 1.660 0.987 -1.110
H 0.386 1.551 -0.052
H 0.887 -1.254 0.451
H 1.112 -2.185 -1.637
H -0.431 -1.502 -2.121
H 1.079 -0.610 -2.379
H -1.532 0.388 -0.385
H -1.080 -0.216 1.194
H -1.427 -2.608 0.189
H -3.370 -0.428 0.902
H -3.143 -1.892 1.830
H -3.224 -3.232 -3.894
H -4.159 -5.052 -1.934
H -3.130 1.529 -1.415
H -2.778 0.648 -2.922
H -3.964 1.978 -2.899
H -6.362 0.040 -0.015
H -4.886 0.977 0.273
H -6.151 1.617 -0.790
N 2.666 -1.218 2.728
C 3.757 -1.307 1.912
C 4.838 -0.825 2.604
C 4.374 -0.427 3.890
C 3.030 -0.687 3.933
H 1.733 -1.491 2.473
H 3.672 -1.697 0.912
H 5.845 -0.755 2.225
H 4.958 0.005 4.685
H 2.304 -0.534 4.713
N 4.435 2.734 0.895
C 4.099 2.772 -0.424
C 4.168 4.073 -0.844
C 4.579 4.851 0.277
C 4.732 3.993 1.336
H 4.457 1.901 1.459
H 3.831 1.867 -0.939
H 3.945 4.429 -1.835
H 4.732 5.917 0.304
H 5.020 4.172 2.357
*
```

Properties
- Largest force on an atom: 1.10 eV/Å
- Lowest unoccupied orbital energy: 2.38 eV
- Gap between HOMO and LUMO: 5.71 eV
- Energy above the lowest of the compared OMol25 structures with the same formula, charge and spin: 0.248 eV
- HOMO level: -3.34 eV

***

(3)
Below is a structure of composition C16H30BeBr4FO4S in a non-equilibrium geometry, with properties calculated with ωB97M-V with the def2-TZVPD basis set.

The geometry in ORCA input format:
```
! RIJCOSX wB97M-V def2-TZVPD def2/J DEFGRID3
* xyz 1 1
C 0.634 -2.394 0.238
C 0.207 -1.050 -0.325
C -1.013 -0.453 0.350
C -1.444 0.906 -0.236
C -2.838 0.900 -0.875
C -3.193 -0.338 -1.706
C -4.545 -0.911 -1.288
S -4.524 -2.184 -0.031
H 1.667 -2.579 -0.020
H 0.531 -2.394 1.317
H 0.031 -3.184 -0.192
H 1.005 -0.328 -0.242
H -0.011 -1.142 -1.388
H -0.757 -0.327 1.401
H -1.826 -1.174 0.301
H -0.723 1.267 -0.967
H -1.490 1.602 0.590
H -2.870 1.749 -1.546
H -3.584 1.110 -0.124
H -3.339 -0.031 -2.734
H -2.407 -1.082 -1.712
H -5.184 -0.126 -0.907
H -5.057 -1.351 -2.136
H -4.152 -3.297 -0.663
H -3.567 -1.846 0.843
O -2.948 1.002 2.075
C -2.249 1.485 2.925
O -2.176 2.811 3.134
C -1.177 3.100 4.141
C -1.025 1.809 4.936
C -1.311 0.752 3.870
H -0.255 3.392 3.634
H -1.521 3.931 4.748
H -0.055 1.712 5.416
H -1.788 1.760 5.711
H -0.412 0.470 3.316
H -1.790 -0.135 4.272
O 4.378 -0.350 -1.190
C 4.430 -1.232 -1.998
O 3.372 -1.543 -2.786
C 3.684 -2.711 -3.580
C 5.207 -2.770 -3.627
C 5.577 -2.163 -2.277
H 3.255 -3.581 -3.083
H 3.228 -2.603 -4.561
H 5.587 -3.777 -3.783
H 5.587 -2.140 -4.434
H 5.578 -2.921 -1.453
H 6.520 -1.626 -2.301
C 0.089 4.684 0.035
Br 0.212 6.263 1.092
Br -1.715 4.217 -0.362
Br 1.198 4.760 -1.508
H 0.568 3.854 0.576
Br 1.342 1.910 -1.855
Be 1.482 1.964 0.906
F 5.574 -3.666 0.064
*
```

Properties
- Largest force on an atom: 2.22 eV/Å
- Lowest unoccupied orbital energy: -7.54 eV
- Gap between HOMO and LUMO: 2.10 eV
- HOMO level: -9.63 eV

***

(4)
Below is a cluster of 5 separate species, C16H30Cl10N5O in total, with properties calculated with ωB97M-V with the def2-TZVPD basis set.

The geometry in ORCA input format:
```
! RIJCOSX wB97M-V def2-TZVPD def2/J DEFGRID3
* xyz 1 1
C -2.533 -0.439 -3.346
C -1.789 -1.303 -2.384
Cl -2.166 -2.964 -2.451
C -0.905 -0.849 -1.499
Cl -0.006 -1.841 -0.428
N -0.598 0.536 -1.389
C 0.773 0.999 -1.630
C 1.661 1.348 -0.402
O 2.848 0.592 -0.585
C 1.035 1.111 0.991
N 1.753 0.098 1.762
C -1.540 1.400 -1.026
N -2.815 1.107 -0.709
C -3.363 2.259 -0.408
N -2.511 3.274 -0.512
N -1.318 2.730 -0.910
H -3.499 -0.188 -2.907
H -1.994 0.476 -3.575
H -2.731 -0.982 -4.265
H 0.715 1.862 -2.298
H 1.268 0.216 -2.195
H 1.911 2.409 -0.475
H 3.613 1.144 -0.390
H -0.029 0.870 0.887
H 1.084 2.045 1.556
H 1.065 -0.328 2.373
H 2.058 -0.640 1.138
H -4.387 2.405 -0.104
H -2.643 4.258 -0.338
H -0.488 3.279 -1.053
Cl -0.381 -1.633 3.786
C -1.435 -0.334 4.400
C -2.838 -0.444 3.865
Cl -2.884 -0.076 2.111
H -0.992 0.616 4.109
H -1.420 -0.411 5.485
H -3.475 0.287 4.357
H -3.252 -1.438 4.008
Cl 7.241 -0.614 -0.943
C 6.112 -1.804 -1.643
C 4.917 -2.026 -0.754
Cl 5.340 -2.868 0.760
H 6.662 -2.726 -1.815
H 5.781 -1.403 -2.600
H 4.187 -2.647 -1.270
H 4.454 -1.085 -0.484
Cl 1.410 -0.912 6.719
C 2.318 -2.402 6.341
C 2.676 -3.176 7.583
Cl 3.868 -2.315 8.588
H 3.205 -2.107 5.787
H 1.679 -3.008 5.701
H 3.122 -4.126 7.296
H 1.800 -3.363 8.198
Cl -4.249 2.120 -4.548
C -4.108 2.568 -6.276
C -4.161 1.356 -7.166
Cl -2.718 0.327 -6.963
H -3.173 3.107 -6.396
H -4.940 3.232 -6.499
H -4.184 1.678 -8.206
H -5.035 0.746 -6.960
*
```

Properties
- Largest force on an atom: 0.44 eV/Å
- Lowest unoccupied orbital energy: -2.90 eV
- Gap between HOMO and LUMO: 8.77 eV
- HOMO level: -11.67 eV

***

(5)
Below is a cluster of 8 separate species, C16H30Cl12N2 in total in a non-equilibrium geometry, with properties calculated with ωB97M-V with the def2-TZVPD basis set.

The geometry in ORCA input format:
```
! RIJCOSX wB97M-V def2-TZVPD def2/J DEFGRID3
* xyz 0 1
Cl 7.311 16.703 13.315
C 7.389 14.968 12.882
C 7.352 14.081 14.074
Cl 8.880 14.114 15.002
H 8.298 14.822 12.304
H 6.543 14.762 12.230
H 7.200 13.045 13.772
H 6.551 14.346 14.761
Cl 7.884 20.858 14.680
C 9.393 19.930 14.763
C 9.316 18.813 15.755
Cl 9.122 19.465 17.425
H 10.221 20.587 15.016
H 9.556 19.532 13.763
H 10.258 18.270 15.747
H 8.465 18.164 15.573
Cl 1.885 17.065 15.689
C 3.327 16.287 16.340
C 3.465 14.861 15.875
Cl 3.594 14.747 14.114
H 3.251 16.311 17.423
H 4.189 16.881 16.045
H 2.599 14.274 16.182
H 4.354 14.454 16.344
Cl 13.580 15.867 13.755
C 12.147 15.432 14.707
C 12.439 14.385 15.749
Cl 13.509 14.954 17.036
H 11.425 15.006 14.012
H 11.709 16.321 15.155
H 12.867 13.497 15.287
H 11.490 14.057 16.180
Cl 9.160 12.147 11.589
C 7.665 11.468 10.858
C 7.704 9.965 10.758
Cl 9.106 9.404 9.814
H 7.579 11.915 9.872
H 6.852 11.780 11.506
H 6.823 9.641 10.204
H 7.734 9.487 11.729
Cl 11.179 19.108 9.797
C 10.332 18.329 11.150
C 10.626 16.863 11.265
Cl 10.266 15.959 9.778
H 9.263 18.500 11.040
H 10.676 18.846 12.043
H 10.019 16.437 12.067
H 11.665 16.675 11.538
C 4.807 11.318 15.468
C 5.767 10.757 14.508
N 6.525 10.379 13.744
H 4.678 10.651 16.315
H 3.847 11.453 14.975
H 5.194 12.291 15.766
C 9.076 15.600 18.304
C 7.684 15.478 17.869
N 6.603 15.309 17.537
H 9.531 16.453 17.814
H 9.608 14.689 18.021
H 9.142 15.694 19.384
*
```

Properties
- Largest force on an atom: 1.07 eV/Å
- Lowest unoccupied orbital energy: 0.23 eV
- Gap between HOMO and LUMO: 10.91 eV
- Energy above the lowest of the compared OMol25 structures with the same formula, charge and spin: 0.000 eV
- SMILES: ClCCCl.ClCCCl.ClCCCl.ClCCCl.ClCCCl.ClCCCl.CC#N.CC#N
- HOMO level: -10.68 eV

***

(6)
Below is a structure of composition C16H30CoI2LaN2O4S2 in a non-equilibrium geometry, with properties calculated with ωB97M-V with the def2-TZVPD basis set.

The geometry in ORCA input format:
```
! RIJCOSX wB97M-V def2-TZVPD def2/J DEFGRID3
* xyz 4 5
I 2.857 1.476 -0.187
I 1.748 -0.542 -4.846
La -0.411 -0.874 -2.466
Co 0.029 0.732 -0.134
S 0.984 1.463 -1.979
S 1.871 -1.554 -1.203
C -1.745 0.918 -0.352
C 0.399 3.119 -2.666
C 1.914 -3.313 -0.759
C 0.643 3.069 -4.169
C -1.061 3.347 -2.325
C 1.304 4.154 -2.008
C 2.655 -4.047 -1.877
C 0.502 -3.849 -0.581
C 2.712 -3.358 0.546
C -2.641 0.389 -3.640
C -2.331 -2.977 -3.057
O -2.828 1.239 -0.057
O -3.589 0.891 -4.075
O -3.052 -3.873 -3.222
H 0.066 2.277 -4.662
H 1.699 2.875 -4.387
H 0.356 4.038 -4.602
H -1.717 2.571 -2.742
H -1.358 4.310 -2.770
H -1.227 3.412 -1.245
H 1.191 4.162 -0.919
H 1.050 5.153 -2.384
H 2.355 3.958 -2.236
H 2.743 -5.107 -1.613
H 3.660 -3.629 -2.006
H 2.134 -3.961 -2.837
H 0.559 -4.890 -0.238
H -0.056 -3.836 -1.529
H -0.058 -3.268 0.165
H 2.803 -4.391 0.897
H 2.221 -2.757 1.321
H 3.715 -2.945 0.388
C -0.970 -2.141 2.645
N -1.068 -0.934 3.441
C -1.492 -1.064 4.826
C -0.701 0.201 2.795
O -0.256 0.042 1.613
N -0.773 1.449 3.317
C -1.401 1.779 4.578
C -0.355 2.606 2.543
H -1.333 -2.964 3.260
H 0.069 -2.333 2.351
H -1.584 -2.060 1.739
H -0.747 -0.633 5.516
H -2.484 -0.607 4.996
H -1.566 -2.140 5.020
H -0.837 1.399 5.445
H -1.420 2.873 4.663
H -2.443 1.423 4.640
H 0.236 2.290 1.674
H -1.231 3.184 2.209
H 0.261 3.249 3.187
*
```

Properties
- Largest force on an atom: 6.02 eV/Å
- Lowest unoccupied orbital energy (spin up / spin down): -13.88 / -15.62 eV
- Gap between HOMO and LUMO (spin up / spin down): 6.13 / 4.28 eV
- HOMO level (spin up / spin down): -20.01 / -19.90 eV

***

(7)
Below is a structure of composition C16H30F3NaO18S in a non-equilibrium geometry, with properties calculated with ωB97M-V with the def2-TZVPD basis set.

The geometry in ORCA input format:
```
! RIJCOSX wB97M-V def2-TZVPD def2/J DEFGRID3
* xyz 0 1
Na 0.091 -0.551 0.178
C -1.234 -4.788 -0.199
F -2.170 -4.068 -0.855
F -1.345 -4.528 1.105
F -1.493 -6.073 -0.412
S 0.494 -4.264 -0.784
O 1.393 -5.176 -0.081
O 0.480 -4.436 -2.227
O 0.566 -2.876 -0.313
C 2.117 3.189 -0.246
O 3.285 2.395 -0.075
C 3.146 1.174 0.364
O 2.120 0.645 0.734
O 4.318 0.578 0.445
C 4.390 -0.730 1.009
H 1.294 2.620 -0.681
H 2.349 4.068 -0.835
H 1.811 3.472 0.766
H 4.111 -0.695 2.061
H 5.414 -1.071 0.911
H 3.715 -1.410 0.491
C 1.592 1.050 3.859
O 0.311 0.635 4.329
C -0.393 -0.179 3.581
O -0.001 -0.846 2.658
O -1.682 -0.286 3.926
C -2.192 0.486 5.035
H 1.542 1.394 2.826
H 2.253 0.185 3.773
H 1.977 1.776 4.563
H -1.553 0.414 5.907
H -3.215 0.143 5.166
H -2.321 1.503 4.663
C -3.526 -0.926 1.298
O -3.945 -1.306 0.010
C -3.084 -1.155 -0.992
O -2.016 -0.615 -0.864
O -3.605 -1.656 -2.081
C -2.793 -1.634 -3.238
H -2.773 -0.134 1.300
H -3.080 -1.720 1.897
H -4.395 -0.522 1.815
H -2.114 -2.491 -3.235
H -2.208 -0.729 -3.376
H -3.441 -1.823 -4.091
C 0.650 -1.336 -4.297
O 1.784 -0.534 -4.059
C 1.809 0.180 -2.948
O 0.932 0.238 -2.133
O 2.946 0.807 -2.775
C 4.068 0.740 -3.649
H -0.273 -0.769 -4.363
H 0.509 -2.097 -3.516
H 0.821 -2.012 -5.134
H 3.998 -0.173 -4.242
H 5.046 0.703 -3.177
H 3.997 1.603 -4.309
C -1.829 3.534 2.595
O -2.505 3.256 1.364
C -1.837 2.532 0.477
O -0.979 1.718 0.714
O -2.282 2.839 -0.724
C -1.638 2.335 -1.877
H -2.594 3.810 3.310
H -1.104 4.333 2.432
H -1.244 2.666 2.898
H -1.946 1.308 -2.064
H -0.550 2.372 -1.863
H -1.970 2.906 -2.743
*
```

Properties
- Largest force on an atom: 2.17 eV/Å
- Lowest unoccupied orbital energy: -0.07 eV
- Gap between HOMO and LUMO: 8.53 eV
- Energy above the lowest of the compared OMol25 structures with the same formula, charge and spin: 0.928 eV
- HOMO level: -8.61 eV

***

(8)
Below is a cluster of 3 separate species, C16H30FNO10S in total in a non-equilibrium geometry, with properties calculated with ωB97M-V with the def2-TZVPD basis set.

The geometry in ORCA input format:
```
! RIJCOSX wB97M-V def2-TZVPD def2/J DEFGRID3
* xyz 0 1
C 1.210 -2.687 0.122
C 1.110 -1.716 -0.576
C 0.938 -0.467 -1.342
N -0.434 -0.469 -1.885
C -1.066 0.873 -1.929
O -2.447 0.855 -2.031
C -3.109 0.913 -0.771
C -3.145 -0.434 0.001
O -4.249 -1.244 -0.338
C -4.202 -1.737 -1.670
C -4.386 -3.281 -1.721
S -0.565 -1.285 -3.324
O -1.559 -0.754 -4.173
O 0.670 -1.473 -4.016
F -1.079 -2.715 -2.934
H 1.073 -3.406 0.890
H 1.053 0.340 -0.617
H 1.724 -0.328 -2.086
H -0.625 1.511 -2.703
H -0.809 1.344 -0.970
H -4.156 1.144 -0.990
H -2.760 1.747 -0.147
H -2.242 -1.036 -0.159
H -3.223 -0.176 1.061
H -5.041 -1.290 -2.213
H -3.270 -1.517 -2.187
H -5.277 -3.537 -2.296
H -4.444 -3.694 -0.714
H -3.540 -3.711 -2.261
C -3.615 0.697 7.290
C -3.931 0.052 5.956
O -3.751 0.970 4.866
C -2.489 1.219 4.527
O -1.507 0.747 5.034
O -2.500 2.108 3.528
C -1.200 2.543 3.133
H -4.205 1.605 7.422
H -3.836 0.009 8.106
H -2.565 0.980 7.354
H -4.979 -0.240 5.930
H -3.337 -0.847 5.792
H -0.558 1.700 2.883
H -0.750 3.143 3.923
H -1.313 3.164 2.247
C 5.001 -0.629 -3.825
C 5.911 -1.079 -2.702
O 7.005 -0.170 -2.507
C 6.698 0.973 -1.899
O 5.610 1.296 -1.497
O 7.806 1.710 -1.823
C 7.603 3.013 -1.275
H 5.576 -0.477 -4.740
H 4.225 -1.373 -4.007
H 4.516 0.319 -3.597
H 6.357 -2.039 -2.955
H 5.363 -1.212 -1.768
H 7.118 2.960 -0.302
H 7.012 3.620 -1.961
H 8.582 3.469 -1.156
*
```

Properties
- Largest force on an atom: 2.70 eV/Å
- Lowest unoccupied orbital energy: 0.31 eV
- Gap between HOMO and LUMO: 9.85 eV
- SMILES: C#CCN(COCCOCC)S(=O)(=O)F.CCOC(=O)OC.CCOC(=O)OC
- HOMO level: -9.54 eV

***

Q: What is the formula in the eighth record?
A: C16H30FNO10S

***

Q: Which value of largest force on an atom does entry 2 give?
A: 1.10 eV/Å